Record 1
Entry from OMol25: 2 unconnected molecules or ions with the total composition C4H7NO (wB97M-V/def2-TZVPD).

```
! RIJCOSX wB97M-V def2-TZVPD def2/J DEFGRID3
* xyz 0 1
O -0.94498 1.23778 -0.79733
N 2.57832 -0.41701 1.81691
C 1.28227 -1.14791 -0.30987
C -1.09316 1.74231 0.51607
C -0.04477 -1.28958 -0.29880
C 2.00745 -0.75231 0.86628
H -0.35434 1.31666 1.21234
H -0.63238 -1.13016 0.60087
H -2.09322 1.45885 0.85630
H -1.01488 2.83761 0.54577
H -0.00452 1.25300 -1.01086
H -0.58476 -1.56578 -1.19780
H 1.86652 -1.30756 -1.21177
*
```

Values from the calculation:
SMILES: C=CC#N.CO
E_HOMO: -10.18 eV
E: -286.54926 Eh
LUMO: 0.46 eV

What are the natural (NBO) partial charges on each atom? They are as follows, in elementary charge units:
1 O -0.719
2 N -0.310
3 C -0.372
4 C -0.257
5 C -0.249
6 C 0.248
7 H 0.169
8 H 0.211
9 H 0.182
10 H 0.171
11 H 0.468
12 H 0.216
13 H 0.241

***

Record 2
Entry from OMol25: a molecular structure, C31H25GeN5PtSe (wB97M-V/def2-TZVPD).

```
! RIJCOSX wB97M-V def2-TZVPD def2/J DEFGRID3
* xyz 1 2
Pt -0.02185 -0.60695 -1.12974
Se -4.64845 0.26610 -0.93497
Ge -0.22445 -1.12173 1.31136
N -0.23569 1.47030 -1.77691
N -1.26555 3.39693 -2.03498
N 7.35397 -0.84315 -0.46363
N -1.97933 -0.86493 -1.30868
N 2.03756 -0.59649 -0.97674
C 1.53601 1.85207 -3.55415
C 1.32971 4.03067 -4.60967
C -3.12574 3.41652 2.64218
C -1.84974 3.13951 2.10853
C 2.66679 -1.78296 -0.98443
C -1.93396 -0.60309 2.00988
C -4.08097 -1.32039 2.87639
C -3.05881 -0.41970 -1.14994
C 0.56297 -5.72013 0.52276
C 6.21294 -0.79325 -0.57394
C 0.23005 4.36649 -3.84794
C -3.96681 2.39005 2.96100
C -1.24711 2.21866 -1.39295
C -3.57901 1.04276 2.76471
C -1.45373 1.84765 1.90341
C -0.20305 3.41745 -2.92822
C 4.13239 0.50089 -0.70082
C -0.48823 -5.08406 -0.12354
C 1.09645 -3.67657 1.67002
C -4.44868 -0.02705 3.09178
C 1.32509 -0.31148 2.16803
C 2.76033 0.52234 -0.83315
C 4.78307 -0.72803 -0.71228
C -2.30357 0.75929 2.22064
C -0.75038 -3.74470 0.12590
C 1.97044 2.78839 -4.46892
C 0.43737 2.18948 -2.76541
C 4.03582 -1.89135 -0.85676
C -2.81613 -1.60890 2.31905
C 0.03875 -3.02513 1.02956
C 1.35152 -5.01845 1.42446
H 2.15924 -5.51851 1.94298
H 2.04034 -2.65997 -1.08118
H 0.76537 -6.76498 0.32745
H 2.21004 1.45216 -0.83321
H -4.75350 -2.13063 3.12301
H -5.42212 0.20449 3.50648
H -1.10427 -5.63090 -0.82507
H 1.71543 -3.14854 2.38538
H -0.47006 1.65000 1.49287
H -1.56811 -3.25665 -0.39062
H 1.14698 -0.27524 3.24364
H -3.43055 4.44209 2.80222
H -4.94832 2.59196 3.37195
H 4.50694 -2.86320 -0.86606
H 1.50081 0.70655 1.82670
H 2.81621 2.55952 -5.10280
H -0.27290 5.31634 -3.96766
H 2.01532 0.88513 -3.47092
H 2.21601 -0.90679 1.97168
H -1.96961 4.10561 -1.90957
H 1.70115 4.73454 -5.34149
H -2.54563 -2.64491 2.15096
H -1.17885 3.95638 1.87294
H 4.68286 1.42355 -0.58970
H -1.99279 1.94497 -0.66190
*
```

Values from the calculation:
E_HOMO (spin up / spin down): -10.50 / -10.48 eV
E: -6067.57295 Eh
LUMO (spin up / spin down): -3.99 / -4.50 eV

What are the natural (NBO) partial charges on each atom? They are as follows, in elementary charge units:
1 Pt 0.773
2 Se -0.065
3 Ge 1.501
4 N -0.573
5 N -0.500
6 N -0.202
7 N -0.715
8 N -0.477
9 C -0.249
10 C -0.193
11 C -0.218
12 C -0.198
13 C 0.059
14 C -0.510
15 C -0.208
16 C 0.154
17 C -0.187
18 C 0.230
19 C -0.214
20 C -0.152
21 C 0.270
22 C -0.075
23 C -0.244
24 C 0.092
25 C -0.191
26 C -0.195
27 C -0.237
28 C -0.140
29 C -1.104
30 C 0.066
31 C -0.081
32 C 0.030
33 C -0.244
34 C -0.187
35 C 0.140
36 C -0.189
37 C -0.164
38 C -0.420
39 C -0.210
40 H 0.228
41 H 0.242
42 H 0.229
43 H 0.235
44 H 0.229
45 H 0.224
46 H 0.229
47 H 0.214
48 H 0.201
49 H 0.236
50 H 0.263
51 H 0.225
52 H 0.222
53 H 0.259
54 H 0.240
55 H 0.229
56 H 0.236
57 H 0.220
58 H 0.236
59 H 0.442
60 H 0.233
61 H 0.222
62 H 0.216
63 H 0.258
64 H 0.257